Computed, not measured: a molecular structure, C20H27FeN4Se3Te2 in a non-equilibrium geometry, with the ωB97M-V functional and the def2-TZVPD basis.

Values from the calculation:
Multiplicity   5
Net charge   -1
Kohn-Sham gap (alpha / beta)   0.1087 / 0.1036 Eh
Expectation value of S²   6.072
LUMO (alpha / beta)   0.9 / 0.7 eV
Energy above the lowest of the compared OMol25 structures with the same formula, charge and spin   32.0 kcal per mole

Positions of all 57 atoms, in Å:
1 Fe -7.76813 -7.20593 4.52871
2 N -8.42414 -5.40955 3.65622
3 C -9.70726 -4.89663 4.28257
4 C -9.71315 -5.19370 5.77396
5 N -9.35546 -6.63583 5.83745
6 C -9.30799 -7.19125 7.27375
7 C -8.77600 -8.63684 7.14144
8 N -7.61157 -8.52263 6.22328
9 H -7.62208 -4.83128 3.97268
10 H -8.39830 -5.41649 2.63337
11 H -10.47647 -5.42712 3.71404
12 H -9.85784 -3.83743 4.08580
13 H -10.71241 -5.09173 6.18488
14 H -8.95766 -4.57362 6.27913
15 H -10.12009 -7.12507 5.36224
16 H -10.26525 -7.20916 7.71251
17 H -8.58144 -6.52948 7.76662
18 H -9.52395 -9.24134 6.65605
19 H -8.51524 -9.01139 8.11736
20 H -7.36524 -9.45476 5.89153
21 H -6.83211 -8.08818 6.76414
22 Se -9.51562 -8.28304 3.35652
23 Se -7.38939 -8.33005 2.27489
24 Te -5.10455 -7.42583 3.27338
25 Se -5.60773 -6.16053 5.27103
26 C -13.58674 -13.74210 4.31373
27 C -13.89480 -14.93575 3.50371
28 C -13.18478 -15.27423 2.30464
29 C -13.26640 -16.55452 1.74081
30 C -14.19369 -17.50834 2.26334
31 C -14.95313 -17.13657 3.39516
32 C -14.88259 -15.84485 3.88596
33 C -14.27980 -18.71612 1.50343
34 N -14.25806 -19.72280 0.90687
35 H -12.55148 -13.36003 4.18168
36 H -13.67838 -13.94674 5.37090
37 H -12.47870 -14.56741 1.89019
38 H -12.51774 -16.87540 0.96834
39 H -15.59953 -17.83912 3.86268
40 H -15.57583 -15.60261 4.68175
41 C -16.27605 -11.36497 5.53979
42 Te -14.95728 -11.98237 3.87040
43 C -16.46958 -8.50157 5.38739
44 C -17.47992 -9.31649 4.84930
45 C -18.63778 -8.70124 4.21946
46 C -19.66028 -9.40466 3.63228
47 C -19.54851 -10.78344 3.63800
48 C -18.43944 -11.46802 4.18244
49 C -17.44423 -10.75046 4.84734
50 H -15.65477 -10.55659 5.99617
51 H -16.46704 -12.25960 6.15895
52 H -16.51754 -7.46064 5.18675
53 H -15.93584 -8.76226 6.26488
54 H -18.85095 -7.64354 4.39642
55 H -20.62178 -8.95351 3.39268
56 H -20.34152 -11.45030 3.31199
57 H -18.35358 -12.52514 4.01352

Forces on the atoms, in the same order (eV/Å):
Fe 0.5110 -0.0141 0.4226
N 0.4478 1.9262 0.7500
C 0.6332 -0.0697 -1.4474
C 0.3922 -1.2066 -0.8433
N -1.0695 0.2662 2.5879
C 1.6621 0.1078 -2.5647
C 0.2916 1.8571 -0.8740
N 0.5695 -0.7638 1.3927
H -0.5769 -0.2120 -0.3524
H -0.4549 0.0153 0.4005
H -0.2049 -0.0510 0.5117
H 0.1120 0.1765 0.0387
H -0.0938 0.6503 0.1802
H -0.2998 -0.3047 0.0957
H 0.2072 0.1118 0.2016
H -1.1476 0.3664 0.7750
H -0.3509 -0.3327 0.3266
H -0.2854 -0.3612 -0.0376
H 0.0869 -0.4062 0.2975
H 0.3675 0.2111 0.2004
H -0.4192 -0.7573 -0.8303
Se -0.5491 -1.4141 -1.1688
Se -0.5084 -0.3559 -0.7550
Te 0.4192 -0.6586 -0.6648
Se 0.2309 1.1897 1.3273
C 0.2507 1.2498 -0.0398
C 0.1985 -0.5459 -1.6619
C 0.0174 -0.5921 1.0371
C -0.0446 0.0589 0.2598
C 0.9528 1.5100 -0.1781
C 0.4054 0.2093 -1.6059
C 0.2244 -0.4904 0.7719
C 0.0880 -2.4502 -0.3219
N -0.1892 1.9930 1.0013
H -0.7286 -0.3100 -0.2570
H -0.2593 -0.1297 0.2595
H 0.1410 0.0234 0.1137
H -1.1759 0.4905 0.5366
H -0.6345 -0.4274 0.0858
H 0.2263 0.1701 0.2389
C 0.4330 0.0062 0.0287
Te 0.3322 -0.6068 -0.5316
C -0.9130 -0.4897 -0.4352
C 0.0939 1.1358 -0.2123
C -0.4140 0.5130 0.1620
C 0.4222 -0.1452 1.1695
C 0.1854 -2.6058 -0.1784
C -0.4934 1.7686 -0.1486
C 0.2363 -0.2821 0.1431
H -0.6884 -1.1697 0.0023
H 0.1126 0.6344 -0.1850
H -0.1975 0.8863 -0.0460
H 0.6796 -0.3355 0.5162
H 0.6002 -0.1107 -0.1217
H 0.3423 0.1729 -0.2797
H -0.1424 0.3287 -0.3867
H -0.0319 -0.4300 0.2936